DFT (wB97M-V/def2-TZVPD) results for a structure of composition C25H51Cl6N6O7Pd.

Output
**Spin multiplicity**: 3
**Total charge**: +1
**Orbital gap (alpha / beta)**: 6.41 / 5.25 eV
**HOMO energy (alpha / beta)**: -10.3 / -10.3 eV

Last column: Mulliken spin population.
Atoms and positions in Å:
C1 17.264 29.350 -20.710  0.00
C2 16.263 28.221 -20.403  0.00
N1 15.172 28.704 -19.524  0.00
C3 15.187 28.913 -18.144  0.00
C4 13.896 29.430 -17.781  0.00
N2 13.164 29.515 -18.997  0.00
C5 13.985 29.014 -19.998  0.00
C6 11.733 29.773 -19.080  0.00
H1 18.255 29.060 -21.059  0.00
H2 17.508 29.855 -19.775  0.00
H3 16.873 30.081 -21.417  0.00
H4 16.776 27.446 -19.833  0.00
H5 15.829 27.887 -21.345  0.00
H6 16.146 28.708 -17.691  0.00
H7 13.451 29.665 -16.826  0.00
H8 13.709 28.712 -20.998  0.00
H9 11.548 30.272 -20.031  0.00
H10 11.298 30.454 -18.349  0.00
H11 11.237 28.804 -19.017  0.00
Pd1 15.036 22.122 -22.931  0.97
C7 13.383 25.311 -24.257  -0.06
O1 12.901 26.370 -24.440  0.15
O2 14.379 24.762 -24.812  0.44
O3 12.928 24.578 -23.361  0.50
Cl1 6.770 26.717 -21.444  0.00
C8 8.123 25.850 -22.307  0.00
C9 8.081 24.414 -21.860  0.00
Cl2 6.457 23.685 -21.987  0.00
H12 9.064 26.317 -22.016  0.00
H13 7.937 25.953 -23.376  0.00
H14 8.427 24.263 -20.838  0.00
H15 8.750 23.822 -22.484  0.00
Cl3 14.345 23.384 -29.915  0.00
C10 12.942 24.354 -29.449  0.00
C11 11.927 23.424 -28.804  0.00
Cl4 11.237 22.184 -29.879  0.00
H16 12.521 24.843 -30.327  0.00
H17 13.315 25.070 -28.717  0.00
H18 11.105 24.028 -28.421  0.00
H19 12.337 22.904 -27.937  0.00
Cl5 19.582 27.622 -29.644  0.00
C12 18.060 27.542 -28.814  0.00
C13 18.244 28.125 -27.433  0.00
Cl6 18.576 29.887 -27.495  0.00
H20 17.775 26.495 -28.706  0.00
H21 17.328 28.063 -29.430  0.00
H22 19.026 27.601 -26.883  0.00
H23 17.307 28.017 -26.887  0.00
C14 20.108 22.397 -22.895  0.00
O4 18.971 22.527 -23.254  0.00
N3 21.153 22.116 -23.659  0.00
C15 22.448 21.943 -23.028  0.00
C16 21.041 21.797 -25.165  0.00
H24 20.396 22.555 -21.844  0.00
H25 23.201 22.534 -23.550  0.00
H26 22.884 20.948 -23.123  0.00
H27 22.365 22.208 -21.974  0.00
H28 21.930 22.238 -25.618  0.00
H29 21.054 20.709 -25.231  0.00
H30 20.184 22.183 -25.717  0.00
C17 8.723 29.020 -27.287  0.00
O5 8.937 28.729 -28.451  0.00
N4 7.933 30.023 -26.813  0.00
C18 7.982 30.299 -25.306  0.00
C19 7.049 30.774 -27.686  0.00
H31 9.212 28.539 -26.426  0.00
H32 7.076 29.890 -24.858  0.00
H33 7.978 31.373 -25.117  0.00
H34 8.876 29.887 -24.837  0.00
H35 7.562 31.695 -27.962  0.00
H36 6.817 30.188 -28.576  0.00
H37 6.237 31.276 -27.160  0.00
C20 11.424 18.235 -22.096  0.00
O6 12.219 19.165 -22.080  0.00
N5 11.129 17.436 -21.071  0.00
C21 10.501 16.151 -21.164  0.00
C22 11.684 17.761 -19.749  0.00
H38 10.923 17.880 -23.010  0.00
H39 10.149 15.818 -22.140  0.00
H40 9.639 16.285 -20.511  0.00
H41 11.102 15.359 -20.716  0.00
H42 12.495 17.080 -19.488  0.00
H43 11.967 18.807 -19.631  0.00
H44 10.890 17.548 -19.034  0.00
C23 14.780 23.505 -17.791  0.00
O7 14.721 23.262 -19.015  0.00
N6 13.705 23.979 -17.059  0.00
C24 13.924 24.226 -15.611  0.00
C25 12.451 24.389 -17.663  0.00
H45 15.630 23.345 -17.109  0.00
H46 13.322 23.584 -14.968  0.00
H47 13.691 25.276 -15.439  0.00
H48 14.987 24.139 -15.385  0.00
H49 12.471 25.356 -18.167  0.00
H50 12.153 23.755 -18.497  0.00
H51 11.660 24.337 -16.915  0.00

---

DFT (wB97M-V/def2-TZVPD) results for a cluster of 3 separate species, C3HNO3 in total.

Output
**Relative energy (zero: lowest compared OMol25 entry of this formula, charge and spin)**: 62.9 kcal per mole
**Orbital gap**: 7.91 eV
**HOMO energy**: -9.5 eV

Last column: natural (NBO) charge in e.
Atoms and positions in Å:
C1 -1.729 2.832 -1.066  0.09
C2 -1.586 -0.423 0.031  0.75
C3 2.779 -0.959 0.525  1.02
N1 -1.922 1.708 -0.818  -0.81
O1 1.953 -0.747 1.264  -0.54
O2 -2.415 -1.176 -0.233  -0.32
O3 3.581 -1.117 -0.239  -0.48
H1 -0.662 -0.119 0.536  0.28

---

DFT (wB97M-V/def2-TZVPD) results for a structure of composition C23H32CdNO5S.

Output
**Relative energy (zero: lowest compared OMol25 entry of this formula, charge and spin)**: 5.1 kcal per mole
**Total charge**: +1
**Orbital gap**: 8.31 eV
**HOMO energy**: -11.4 eV

Last column: natural (NBO) charge in e.
Atoms and positions in Å:
Cd1 0.038 -0.377 -0.368  1.78
O1 2.797 -2.912 -3.125  -0.64
C1 1.940 -2.268 -2.343  0.78
O2 2.209 -1.271 -1.712  -0.63
C2 0.567 -2.862 -2.376  0.06
C3 0.220 -3.987 -3.085  -0.19
C4 -1.102 -4.424 -3.006  -0.14
C5 -2.010 -3.723 -2.238  -0.18
C6 -1.580 -2.585 -1.566  0.12
N1 -0.314 -2.188 -1.638  -0.56
C7 -2.541 -1.735 -0.722  0.74
O3 -3.610 -2.240 -0.443  -0.62
O4 -2.101 -0.567 -0.409  -0.88
H1 3.658 -2.465 -3.074  0.51
H2 0.957 -4.506 -3.681  0.25
H3 -1.410 -5.307 -3.549  0.24
H4 -3.044 -4.021 -2.136  0.27
C8 2.217 -1.570 1.662  -0.66
C9 0.903 -0.828 1.871  -0.14
C10 0.949 0.572 2.097  -0.04
C11 2.267 1.289 1.922  -0.66
C12 -0.198 1.244 2.537  -0.02
C13 -0.161 2.719 2.875  -0.65
C14 -1.391 0.531 2.725  0.04
C15 -2.667 1.265 3.059  -0.65
C16 -1.426 -0.859 2.580  0.02
C17 -2.693 -1.618 2.884  -0.66
C18 -0.298 -1.538 2.117  -0.03
C19 -0.388 -3.028 1.872  -0.66
H5 2.800 -1.194 0.824  0.23
H6 2.067 -2.632 1.504  0.23
H7 2.832 -1.462 2.558  0.23
H8 2.132 2.347 1.711  0.22
H9 2.859 0.859 1.114  0.22
H10 2.868 1.209 2.833  0.24
H11 -0.523 3.342 2.052  0.22
H12 0.841 3.054 3.129  0.22
H13 -0.792 2.925 3.737  0.23
H14 -2.625 2.305 2.743  0.22
H15 -2.876 1.253 4.133  0.23
H16 -3.512 0.801 2.552  0.24
H17 -3.305 -1.745 1.983  0.26
H18 -3.293 -1.098 3.627  0.23
H19 -2.474 -2.608 3.281  0.22
H20 -0.157 -3.593 2.779  0.24
H21 0.298 -3.361 1.096  0.21
H22 -1.393 -3.308 1.558  0.24
C20 2.544 3.004 -2.857  -0.63
C21 2.244 3.465 -1.439  -0.59
S1 0.654 2.887 -0.811  1.23
O5 0.490 1.469 -1.372  -1.09
C22 -0.496 3.909 -1.787  -0.58
C23 -1.087 3.161 -2.976  -0.62
H23 3.600 3.169 -3.069  0.24
H24 1.963 3.557 -3.595  0.22
H25 2.334 1.942 -2.972  0.24
H26 2.204 4.552 -1.344  0.24
H27 2.975 3.092 -0.721  0.24
H28 0.055 4.801 -2.084  0.24
H29 -1.273 4.207 -1.083  0.24
H30 -0.323 2.846 -3.683  0.22
H31 -1.781 3.826 -3.491  0.24
H32 -1.636 2.279 -2.654  0.24

---

Number 1: F_max 5.3 eV/A. Number 2: F_max 4.7 eV/A. Number 3: F_max 0.6 eV/A.